(1)
ORCA calculation (ωB97M-V with the def2-TZVPD basis set) on C36H39N4O2RuSSb2 as an isolated structure.

Its multiplicity is 5. The calculation puts the lowest unoccupied orbital energy (alpha / beta) at -9.10 / -11.04 eV. The expectation value of S² is 6.095. Its charge is +3. The value obtained for the gap between HOMO and LUMO (alpha / beta) is 6.84 / 4.92 eV.

XYZ file:
```
85
C36H39N4O2RuSSb2 (ωB97M-V with the def2-TZVPD basis set)
Ru 0.161 0.359 0.752
C 0.161 -1.371 3.861
O 0.611 -1.274 2.491
C 1.775 -1.930 2.162
C 2.616 -2.520 3.085
C 3.762 -3.167 2.636
C 4.071 -3.228 1.282
C 3.226 -2.646 0.360
C 2.070 -1.994 0.793
N 1.190 -1.354 -0.114
N 1.248 -1.825 -1.285
C 0.583 -1.309 -2.362
C -0.032 0.015 -2.414
O -0.040 0.784 -1.407
C -0.602 0.467 -3.637
C -0.603 -0.332 -4.729
C -0.021 -1.647 -4.715
C -0.036 -2.440 -5.849
C 0.542 -3.714 -5.832
C 1.141 -4.195 -4.673
C 1.169 -3.420 -3.531
C 0.587 -2.128 -3.524
H 0.888 -0.922 4.532
H -0.007 -2.417 4.114
H -0.774 -0.820 3.909
H 2.398 -2.497 4.142
H 4.421 -3.628 3.360
H 4.972 -3.727 0.954
H 3.453 -2.669 -0.696
H -1.046 1.453 -3.640
H -1.050 0.015 -5.653
H -0.494 -2.069 -6.758
H 0.525 -4.321 -6.727
H 1.591 -5.179 -4.667
H 1.640 -3.794 -2.634
C -2.744 -2.184 2.199
Sb -2.222 -0.934 0.572
C -2.292 -2.315 -1.033
C -4.009 0.169 0.182
C -3.837 1.078 -1.001
C -4.163 0.602 -2.270
C -4.056 1.409 -3.392
C -3.609 2.715 -3.258
C -3.283 3.200 -2.001
C -3.395 2.400 -0.864
C -3.090 3.004 0.477
Sb -1.051 2.749 1.048
C -0.029 4.012 -0.299
C -0.928 3.770 2.899
H -3.637 -2.735 1.906
H -2.967 -1.596 3.087
H -1.940 -2.887 2.406
H -3.227 -2.866 -0.929
H -1.459 -3.014 -0.984
H -2.294 -1.793 -1.988
H -4.310 0.682 1.094
H -4.763 -0.594 -0.019
H -4.555 -0.404 -2.374
H -4.353 1.029 -4.361
H -3.551 3.367 -4.119
H -2.980 4.235 -1.893
H -3.716 2.626 1.283
H -3.223 4.086 0.453
H -0.429 5.020 -0.199
H -0.183 3.651 -1.314
H 1.034 4.021 -0.061
H -1.402 4.741 2.752
H 0.113 3.909 3.179
H -1.456 3.225 3.678
N 3.019 1.016 -0.893
C 3.106 1.209 0.432
N 2.050 1.177 1.237
C 2.429 1.454 2.567
C 1.585 1.542 3.665
C 2.134 1.807 4.910
C 3.509 1.978 5.066
C 4.360 1.893 3.977
C 3.800 1.632 2.736
S 4.619 1.510 1.197
H 2.124 1.163 -1.337
H 3.836 1.159 -1.466
H 0.514 1.413 3.558
H 1.487 1.889 5.773
H 3.916 2.188 6.046
H 5.426 2.034 4.093
```


(2)
ORCA calculation (ωB97M-V with the def2-TZVPD basis set) on one molecule with the formula C4H8O2.

The calculation puts the lowest unoccupied orbital energy at 0.87 eV. As for the structure (SMILES): CO/C(C)=C/O. Its charge is 0. The value obtained for the gap between HOMO and LUMO is 9.00 eV.

XYZ file:
```
14
C4H8O2 (ωB97M-V with the def2-TZVPD basis set)
C 1.186 -1.122 -1.377
C 0.691 0.456 0.917
O 0.527 1.337 1.966
C -0.293 0.021 0.119
O -0.124 -0.771 -0.982
C -1.745 0.349 0.299
H 1.546 -2.013 -0.843
H 1.894 -0.302 -1.221
H 1.131 -1.338 -2.448
H 1.718 0.124 0.815
H -0.133 1.997 1.718
H -2.326 -0.572 0.414
H -2.151 0.880 -0.569
H -1.919 0.953 1.192
```


(3)
ORCA calculation (ωB97M-V with the def2-TZVPD basis set) on one molecule with the formula C2H3NS3.

Its multiplicity is 3. The calculation puts the lowest unoccupied orbital energy (alpha / beta) at 0.02 / -2.70 eV. The expectation value of S² is 2.015. Its charge is 0. The value obtained for the gap between HOMO and LUMO (alpha / beta) is 6.08 / 6.46 eV.

XYZ file:
```
9
C2H3NS3 (ωB97M-V with the def2-TZVPD basis set)
C -0.194 1.593 -0.486
C -0.419 -1.107 0.068
N 0.938 -0.770 0.452
S -0.199 3.069 -0.962
S -1.496 0.519 -0.095
S 1.673 0.491 -0.390
H -0.351 -1.595 -0.824
H -0.824 -1.584 0.831
H 0.872 -0.615 1.405
```


(4)
ORCA calculation (ωB97M-V with the def2-TZVPD basis set) on a 2-piece molecular cluster, C5H8N overall.

The calculation puts the lowest unoccupied orbital energy at -5.28 eV. Its charge is +1. The value obtained for the gap between HOMO and LUMO is 7.64 eV.

XYZ file:
```
14
C5H8N (ωB97M-V with the def2-TZVPD basis set)
C -1.112 0.453 0.184
C -1.984 -0.496 -0.209
C -3.305 -0.360 -0.229
C -0.236 1.239 0.464
C 3.098 -0.031 0.360
N 2.171 -0.238 -0.437
H -3.723 -1.315 -0.603
H -3.921 0.471 0.069
H 0.332 1.990 0.955
H -1.560 -1.315 -0.663
H 2.827 0.707 1.047
H 4.086 -0.547 0.502
H 1.401 0.447 -0.350
H 1.925 -1.005 -1.090
```


(5)
ORCA calculation (ωB97M-V with the def2-TZVPD basis set) on one molecule with the formula C6H12FN.

The calculation puts the lowest unoccupied orbital energy at 0.91 eV. As for the structure (SMILES): C[C@H]1C[C@@]1(N)CCF. Its charge is 0. The value obtained for the gap between HOMO and LUMO is 10.33 eV.

XYZ file:
```
20
C6H12FN (ωB97M-V with the def2-TZVPD basis set)
C 1.420 -1.865 0.474
C -0.013 -1.529 0.522
C -0.636 -0.478 1.362
C -0.547 -0.161 -0.018
C 0.606 0.761 -0.481
C -0.124 2.144 -0.634
H 2.015 -1.028 0.961
H 1.538 -2.757 1.064
H 1.768 -2.222 -0.536
H -0.602 -2.362 0.292
H -0.224 0.149 2.276
H -1.601 -0.920 1.609
H -1.366 0.058 -1.948
H -2.046 1.080 -1.073
H 0.890 0.462 -1.449
H 1.501 0.777 0.250
H -1.194 2.208 -1.089
H -0.301 2.493 0.431
N -1.749 -0.105 -0.932
F 0.665 3.294 -1.080
```


(6)
ORCA calculation (ωB97M-V with the def2-TZVPD basis set) on a 2-piece molecular cluster, C4H11NO3 overall.

The calculation puts the lowest unoccupied orbital energy at 0.53 eV. As for the structure (SMILES): CN(C)CC(=O)O.O. Its charge is 0. The value obtained for the gap between HOMO and LUMO is 9.59 eV.

XYZ file:
```
19
C4H11NO3 (ωB97M-V with the def2-TZVPD basis set)
C -1.790 -0.510 1.040
N -0.524 -0.127 0.510
C 0.562 0.082 1.495
C -0.442 0.979 -0.463
C 0.815 0.791 -1.306
O 1.171 2.031 -1.740
O 1.653 -0.059 -1.410
H -2.473 0.223 1.393
H -1.651 -1.233 1.894
H -2.350 -0.978 0.302
H 0.915 -0.893 1.951
H 1.411 0.729 1.223
H 0.265 0.605 2.489
H -0.233 1.837 0.055
H -1.343 0.892 -1.187
H 1.864 2.179 -2.435
H 1.416 -2.033 -1.527
H 0.110 -1.952 -0.844
O 0.624 -2.564 -1.439
```


(7)
ORCA calculation (ωB97M-V with the def2-TZVPD basis set) on one molecule with the formula C3H6N2.

The calculation puts the lowest unoccupied orbital energy at 0.42 eV. As for the structure (SMILES): CN(C)C#N. Its charge is 0. The value obtained for the gap between HOMO and LUMO is 11.01 eV.

XYZ file:
```
11
C3H6N2 (ωB97M-V with the def2-TZVPD basis set)
C 0.973 -1.026 1.989
C -0.801 -0.941 0.108
C 0.624 0.972 0.338
N 1.796 -1.724 2.393
N -0.206 0.006 1.090
H -0.212 -1.592 -0.429
H -1.648 -1.402 0.521
H -1.129 -0.212 -0.696
H 1.523 1.370 0.838
H 0.911 0.461 -0.624
H -0.057 1.831 0.176
```


(8)
ORCA calculation (ωB97M-V with the def2-TZVPD basis set) on C4H16N2O as an isolated structure.

The calculation puts the lowest unoccupied orbital energy at -7.47 eV. Its charge is +2. The value obtained for the gap between HOMO and LUMO is 11.35 eV.

XYZ file:
```
23
C4H16N2O (ωB97M-V with the def2-TZVPD basis set)
C -1.929 -0.639 1.523
C -1.092 -0.056 0.434
C -0.360 -1.129 -0.379
C 1.165 -1.017 -0.241
N 1.639 0.366 -0.865
N -2.439 0.441 -0.717
H -1.350 -1.332 2.139
H -2.753 -1.269 1.171
H -2.531 0.016 2.151
H -0.818 0.987 0.523
H -0.628 -2.112 0.017
H -0.677 -1.200 -1.421
H 1.885 -1.694 -0.695
H 1.493 -0.820 0.784
H 1.510 0.277 -1.871
H 2.553 0.761 -0.579
H 0.852 0.913 -0.563
H -3.003 1.292 -0.622
H -2.157 0.456 -1.703
H -3.122 -0.324 -0.735
H 4.136 1.439 1.059
H 3.820 2.804 0.342
O 3.807 1.841 0.248
```


Per-record molar mass, g mol⁻¹: 936.4; 88.1; 137.3; 82.1; 117.2; 121.1; 70.1; 108.2
Per-record ΔE to the lowest compared entry with this formula, charge and spin, kcal/mol: 0.5; 44.7; 45.2; 99.7; 84.4; 57.2; 77.4; 35.9
Per-record energy, eV: -74486.565; -8371.343; -36114.001; -6793.765; -10620.501; -11957.630; -6185.188; -9417.755